{"formula": "C23H51BBrN3O11P3S", "method": "ωB97M-V with the def2-TZVPD basis set", "charge": -1, "homo_lumo_gap_ev": 7.8, "e_tot_ha": -5920.185651, "symbols": ["H", "C", "H", "H", "H", "H", "H", "Br", "C", "C", "C", "H", "N", "O", "H", "H", "C", "H", "H", "O", "O", "C", "H", "O", "H", "B", "H", "H", "H", "H", "H", "C", "H", "O", "H", "C", "C", "H", "C", "H", "H", "C", "C", "O", "P", "C", "C", "H", "H", "H", "H", "H", "H", "H", "O", "N", "H", "H", "H", "O", "C", "H", "N", "H", "C", "O", "P", "H", "C", "O", "H", "P", "H", "H", "C", "S", "H", "C", "H", "H", "C", "C", "H", "H", "H", "H", "C", "C", "H", "O", "H", "H", "H", "H"], "coordinates": [[0.4029, -3.2207, 0.4677], [-3.5731, 0.4892, -0.5193], [0.6815, 2.9894, -1.0642], [3.5239, -0.0394, -2.1073], [-3.1230, -2.2367, -5.1737], [-4.0447, -1.6102, -0.3612], [-1.3963, -2.3566, -7.0015], [2.2183, 1.3496, 4.1024], [0.2695, 4.0377, 3.1751], [2.6940, -0.5466, -1.6102], [-3.6514, 3.6226, -0.1362], [2.2679, -1.2719, -2.3022], [0.6682, 2.3705, 1.5133], [-5.4018, 1.6615, 2.6984], [-2.9007, 1.6340, 3.5873], [-0.9506, -0.6421, 3.9649], [2.3124, 0.5016, 2.1693], [2.9457, 4.0864, 3.2148], [-3.9148, 3.0013, -0.9923], [-0.2012, -0.8982, -6.1512], [2.5193, -3.1816, 4.1681], [-2.0713, -2.0179, -4.9582], [0.7794, -2.6551, -6.6661], [4.1855, -3.8303, -0.7264], [0.9331, -1.8696, -0.4956], [1.2648, -2.5561, 4.2149], [1.1261, -2.0473, -5.0263], [3.2253, -2.0969, 0.8289], [2.7199, 4.4746, 1.5166], [-4.0216, 0.9139, -1.4188], [-1.9419, -0.0153, 1.2273], [-1.4348, -3.2957, -4.4181], [-1.9449, 2.2013, 2.2161], [-4.3602, 3.1957, 1.0316], [-3.1497, -1.1615, -1.8310], [2.4833, -2.8764, 0.6699], [-2.7022, 1.4793, 2.5261], [-1.2923, -4.0366, -5.2077], [0.9177, -1.7542, -6.0584], [-0.7587, -2.8686, 3.4030], [-1.7942, 4.5646, -0.6326], [1.0655, -2.3554, 0.4732], [1.3407, 1.1689, 1.0321], [-4.5140, 0.6650, 0.5651], [-4.2977, 1.7450, 1.7217], [2.6290, 3.6742, 2.2605], [-2.1541, 3.7702, 0.0233], [1.7789, -1.2030, -6.4342], [3.2400, -2.6037, 4.4386], [1.7469, -3.7861, -1.9043], [-0.1038, 3.3267, 3.9134], [-0.9592, -1.6942, 1.2535], [-2.6513, 1.0345, -0.3147], [-2.1166, -0.7713, -6.7019], [1.9167, -0.7341, 2.4154], [-2.0348, -1.0068, -3.9024], [-0.5833, 4.4676, 2.6560], [0.5445, -3.6542, 2.5425], [-1.9353, 4.0829, 1.0404], [0.7412, 0.6656, -2.0871], [1.1751, 3.2713, 2.2545], [-0.4679, -3.0921, -3.9574], [1.9741, 1.4495, -0.3004], [0.8046, 4.8248, 3.7030], [3.0228, -3.6984, -0.4660], [2.0733, -4.3761, -1.2130], [4.2045, 0.4399, 2.0168], [1.6211, -1.9020, 6.0120], [1.7336, 2.7818, -0.8662], [0.3992, 0.2023, 0.7998], [4.3781, -0.7502, 2.7300], [0.2809, -1.2529, 1.8096], [4.6026, 1.4268, 2.9164], [-4.0644, 4.6069, -0.3609], [1.6784, 0.4991, -1.3373], [5.2432, 0.5691, 0.3809], [3.2972, 2.8820, 1.9371], [-1.4560, -1.5317, -6.2764], [-2.5468, -0.1825, -4.2047], [2.2530, 2.8316, -1.8241], [0.2645, -2.7278, 3.0514], [-3.2578, -0.9720, -0.7654], [-2.8405, -0.6561, 2.6267], [-1.0743, -0.6823, -3.8008], [3.1056, -1.0100, -0.7272], [-2.3261, -1.2780, -0.2951], [-0.7627, -0.1620, 3.0033], [-2.1070, 0.0794, 2.2897], [2.1591, 3.5511, -0.2406], [0.9333, -1.8280, 5.3418], [2.5176, -3.5372, 1.5429], [-0.3267, 0.8120, 3.2186], [-1.5824, 2.8662, -0.1764], [-2.0719, -3.7338, -3.6506]], "mulliken_charge": [0.898, 0.517, 0.379, 0.398, 0.436, 0.279, 0.433, -0.204, -1.479, -0.189, -0.324, -0.085, 0.856, -0.830, 0.514, 0.743, -0.607, 0.419, 0.196, -0.357, -0.621, 0.161, 0.317, -0.594, 0.228, 0.674, -0.010, -0.446, 0.513, 0.374, -1.088, -1.133, -0.598, -0.463, 0.295, 0.046, 0.279, 0.380, -0.412, 0.270, 0.513, -1.531, -0.171, -0.421, 0.752, -1.697, -0.160, 0.268, 0.261, 0.263, 0.244, 0.189, -0.329, 0.323, -0.294, -0.275, 0.127, 0.314, -0.046, -0.628, 1.070, -0.054, 0.715, 0.497, 0.181, -0.528, 0.449, 0.250, -1.121, -0.276, 0.018, 1.154, 0.117, 0.390, 0.298, -0.398, 0.159, -0.765, 0.248, 0.374, -1.456, -0.731, 0.473, 0.074, -0.278, 0.011, -0.483, 0.778, 0.270, -0.572, 0.596, -0.498, -0.189, 0.359]}